Density functional theory data (wB97M-V/def2-TZVPD) for C36H57N6O10P2Sc as an isolated structure.

Results
Kohn-Sham gap: 6.83 eV
Energy above the lowest of the compared OMol25 structures with the same formula, charge and spin: 19.34 kcal/mol
Lowest unoccupied orbital energy: -0.1779 hartree
HOMO energy: -11.7 eV
Net charge: +2
E: -106951.4617 eV

The geometry in XYZ format:
```
112
Properties=species:S:1:pos:R:3:lowdin_charge:R:1
H -4.47 -2.43 0.65 0.10
H 1.92 -0.26 7.96 0.11
H -4.12 -3.69 -3.34 0.08
C 2.49 4.18 2.26 -0.17
C 3.15 -2.38 0.43 -0.25
H -0.03 3.92 0.46 0.15
C 0.05 -1.08 5.26 -0.09
H -2.38 3.92 2.97 0.13
O -1.04 -1.82 1.81 -0.11
C 3.95 -2.27 2.69 0.00
P -1.45 -1.99 -2.27 0.48
H 6.46 -3.02 0.53 0.11
O 0.92 1.42 -3.42 -0.16
C 1.93 -3.41 -1.32 -0.01
H 2.15 -0.74 5.57 0.10
H -3.56 0.75 -3.71 0.07
H -0.98 5.35 4.08 0.14
H -3.85 2.11 -4.81 0.10
H 1.97 4.07 3.21 0.10
C 1.84 1.88 1.20 -0.29
C -2.23 -3.04 -5.21 -0.04
C -1.95 2.18 -3.83 -0.41
C -1.05 -1.62 3.08 -0.29
H -2.71 -3.55 -6.05 0.10
N -0.40 5.41 3.26 0.24
H 6.03 -2.66 2.94 0.11
H 0.46 5.92 3.34 0.12
H 3.39 4.76 2.46 0.12
H -3.03 -0.69 -0.33 0.14
H -3.31 -5.12 -2.66 0.10
C 0.13 -1.38 3.83 -0.14
H 2.32 -0.05 -2.93 0.13
H 1.41 2.34 0.30 0.12
O 0.30 0.47 -1.12 -0.28
C -3.44 -4.51 -3.55 -0.03
H 1.94 -0.12 -5.38 0.08
H -1.10 -0.66 -4.26 0.08
H -4.67 0.44 -1.79 0.06
H -1.79 3.07 1.64 0.12
C 5.46 -2.78 0.88 -0.06
N -1.79 3.93 2.16 0.22
C 2.59 0.64 -4.96 -0.02
C -0.63 4.61 2.23 -0.45
P -0.15 0.72 -2.52 0.48
C 1.17 -0.77 6.03 -0.02
H -2.31 -0.85 7.71 0.12
H 2.60 -3.29 -2.18 0.10
H -2.09 4.11 -4.76 0.10
C 1.04 -0.50 7.37 -0.06
C -3.42 1.83 -3.85 -0.03
O 0.40 2.28 3.11 0.07
H -2.14 4.15 -3.00 0.09
C -2.37 -1.44 5.10 0.02
C -1.21 -1.11 5.88 -0.16
C -0.22 -0.52 7.99 -0.07
H -2.86 -2.18 -4.96 0.08
H -1.42 1.69 -4.65 0.13
H -3.33 -1.48 5.61 0.13
C -2.11 -4.00 -4.06 -0.37
C -2.30 -1.70 3.77 0.02
C 2.30 0.89 -3.50 -0.42
H 3.63 0.31 -5.07 0.10
O 2.06 -2.28 -0.43 -0.18
H -3.95 2.36 -3.07 0.09
H 4.24 1.54 -2.86 0.10
H 2.91 2.08 -1.81 0.06
H 1.62 6.04 1.56 0.12
N 1.57 -1.82 2.11 -0.04
H -3.18 -1.95 3.19 0.12
H 3.43 2.28 2.59 0.13
H 2.01 4.95 0.28 0.13
H 3.01 0.22 1.44 0.10
H -0.30 -0.31 9.05 0.11
Sc 0.29 -0.97 0.58 1.05
C 0.62 1.62 2.11 -0.57
O -1.35 -3.40 -2.93 -0.15
N 0.23 4.52 1.23 0.10
C -1.67 3.67 -3.85 -0.03
C 3.21 1.90 -2.85 -0.02
C -3.68 -1.30 -0.96 -0.38
C -0.56 -0.84 -3.33 -0.18
H 3.75 -2.12 3.74 0.11
C 4.42 -2.69 -0.03 0.00
C 2.93 2.80 1.77 -0.13
H -3.05 -3.16 -0.07 0.08
H -0.60 3.87 -3.84 0.08
H -1.47 -4.83 -4.33 0.15
O -0.16 0.71 1.64 -0.10
O -2.92 -1.49 -2.24 -0.17
H -1.26 -2.69 -5.55 0.09
C 2.90 -2.17 1.78 -0.20
H 2.89 0.69 -0.10 0.09
C -3.96 -2.62 -0.30 -0.03
H -5.54 -0.37 -0.48 0.10
H -3.89 -5.13 -4.33 0.10
H -4.62 -3.24 -0.91 0.09
H 2.47 1.56 -5.53 0.10
H 4.59 -2.85 -1.09 0.12
H 0.90 -3.46 -1.65 0.06
C -1.33 -0.82 7.25 -0.02
C 1.63 4.99 1.30 -0.14
O -1.39 1.64 -2.57 -0.16
H 3.17 2.85 -3.39 0.10
C -4.92 -0.53 -1.36 -0.02
N 2.35 0.58 0.75 0.07
H 2.19 -4.32 -0.79 0.12
H 0.39 -1.33 -3.58 0.09
H 3.68 2.92 0.98 0.12
O -0.80 -2.02 -0.93 -0.30
H -5.51 -1.10 -2.08 0.10
N 1.37 -1.60 3.36 0.14
C 5.22 -2.58 2.23 -0.06
```

Density functional theory data (wB97M-V/def2-TZVPD) for C36H58Cl3GeNO5PPt as an isolated structure at a distorted geometry.

Results
Multiplicity: 6
Kohn-Sham gap (spin up / spin down): 8.15 / 5.40 eV
Lowest unoccupied orbital energy (spin up / spin down): -0.1717 / -0.2986 hartree
HOMO energy (spin up / spin down): -12.8 / -13.5 eV
Net charge: +2
Expectation value of S²: 8.807
E: -156605.2490 eV

The geometry in XYZ format:
```
106
Properties=species:S:1:pos:R:3:mulliken_spin:R:1
H 1.84 -0.87 -6.62 0.00
C 1.06 -0.11 -6.59 -0.01
H 4.87 1.21 2.62 0.00
H 1.64 -5.08 2.71 0.00
C 4.50 0.29 -2.49 0.01
Ge 0.34 -0.71 3.31 0.72
C 0.61 0.17 -5.19 0.13
C 1.57 -4.07 2.31 0.00
H 2.63 2.23 0.97 -0.01
H -0.90 -5.28 1.95 0.00
C 2.48 2.33 2.05 0.00
H 0.32 3.99 -1.44 0.00
O -1.70 -2.97 -2.62 0.02
H 0.22 -0.44 -7.20 0.01
C 1.60 -3.16 -1.84 0.02
C -5.12 4.54 -0.45 0.00
H 1.46 2.67 2.25 0.00
H 5.01 -0.61 -2.15 0.00
O 0.15 -2.12 2.18 0.21
H 5.25 1.08 -2.57 0.00
C 2.69 -2.10 -1.65 0.01
H 2.68 0.22 4.76 -0.01
H 2.32 -3.45 2.80 0.00
H -2.21 -0.67 4.61 -0.01
C -3.94 3.64 -0.68 0.02
C -2.20 0.42 4.50 0.09
H -0.56 -4.18 0.61 0.00
H 4.32 -0.43 3.04 0.00
C -2.14 0.81 3.03 0.03
H -2.13 2.63 1.87 -0.01
H -5.72 4.17 0.39 0.00
C -3.07 1.45 -1.30 0.03
H -1.43 2.80 3.50 0.00
H 3.33 1.86 4.63 0.00
C -3.27 0.13 2.27 0.03
C -4.12 2.32 -1.07 -0.02
H 1.59 1.60 4.49 -0.01
C -0.85 -4.23 1.66 0.01
P 1.97 -0.43 -1.36 0.12
H -1.84 -3.78 1.78 -0.01
C 2.90 2.15 -1.95 0.00
H -4.82 5.56 -0.24 0.00
Pt 0.39 -0.05 0.38 1.19
Cl -3.36 -5.25 -0.71 0.10
H -3.30 0.48 1.24 -0.01
C -2.22 2.33 2.91 0.02
N -0.63 1.10 -1.31 0.54
H 0.54 -3.22 4.65 -0.01
H 4.01 -3.45 -0.60 0.00
C -0.23 0.80 -2.55 0.09
C -2.64 4.09 -0.50 -0.01
H 0.96 -2.94 -2.69 -0.01
H 3.65 2.90 -1.72 0.00
H -2.59 -0.35 -2.40 0.00
C 0.18 -3.50 2.54 0.04
H 0.44 3.06 0.06 -0.01
H 3.29 -2.04 -2.56 0.01
C -0.16 3.79 -0.48 0.00
C -0.50 1.00 -4.96 -0.04
H 2.16 -0.96 -4.26 0.01
H -2.47 5.12 -0.21 0.00
C -3.35 0.04 -1.72 -0.02
C 3.41 0.76 -1.54 0.04
H 1.80 -4.11 1.24 0.00
H 4.11 0.13 -3.50 0.00
Cl -5.12 -3.36 -2.06 0.10
H -4.23 0.37 2.74 0.00
H 2.07 -4.13 -2.02 0.00
C -4.03 -3.67 -0.78 0.70
H -3.39 -0.62 -0.84 0.01
H -1.76 1.96 -3.53 0.01
H 1.44 0.80 -7.05 0.02
Cl -4.41 -2.95 0.73 0.09
H -1.04 1.41 -5.81 0.01
C -1.75 1.92 -1.08 0.02
H -1.34 0.83 5.04 -0.01
H 3.83 0.84 -0.53 0.00
H 4.44 -1.76 -0.36 0.00
H -3.14 -0.95 2.28 -0.01
C 0.92 -0.02 -2.79 0.12
H -1.19 -3.19 4.19 0.00
H -0.18 4.72 0.08 0.00
O -1.18 -1.78 -0.69 0.07
C 1.30 -0.33 -4.08 0.04
H -5.78 4.54 -1.32 0.00
H 1.98 2.41 -1.43 -0.01
H -3.11 0.81 4.96 0.00
H 4.17 0.14 1.38 0.00
H -3.19 2.68 3.29 0.00
C -0.23 -3.67 4.01 0.06
C 2.57 1.18 4.25 0.08
H -0.31 -4.72 4.27 0.00
O 1.76 0.04 2.27 0.11
C -0.91 1.31 -3.69 0.12
C -1.45 -2.39 -1.66 -0.02
H 3.03 -2.43 0.47 -0.01
H 0.99 -3.24 -0.93 -0.01
C 4.11 0.45 2.43 0.01
C 2.72 1.00 2.74 -0.04
C 3.60 -2.45 -0.46 0.03
H -4.32 -0.02 -2.22 0.01
H 2.71 2.19 -3.02 0.00
O -0.88 0.40 2.47 0.14
H 3.18 3.09 2.42 0.00
C -1.55 3.26 -0.68 0.05
H -5.13 1.95 -1.21 0.00
```